No. 1
# C18H36O18

6 unconnected molecules or ions with the total composition C18H36O18 (wB97M-V/def2-TZVPD, the Open Molecules 2025 dataset).

## Properties
- E_HOMO: -10.58 eV
- Gap between HOMO and LUMO: 10.99 eV
- Calculated total energy: -56100.497 eV
- Energy relative to the best compared isomer or geometry (same formula, charge and spin): 425.5 kJ/mol
- E_LUMO: 0.418 eV
- Molecular weight: 540.5 g/mol
- Structure (SMILES): COC(=O)OC.COC(=O)OC.COC(=O)OC.COC(=O)OC.COC(=O)OC.COC(=O)OC

CARTESIAN COORDINATES (ANGSTROEM)
C 4.40 2.55 -3.35
O 5.29 2.58 -2.24
C 6.11 3.58 -1.95
O 6.12 4.71 -2.47
O 7.07 3.09 -1.21
C 8.23 3.82 -0.94
H 3.73 3.41 -3.25
H 3.82 1.64 -3.51
H 4.91 2.68 -4.30
H 8.68 4.22 -1.84
H 8.96 3.19 -0.43
H 7.94 4.56 -0.19
C -3.73 5.42 3.79
O -4.25 4.15 3.42
C -4.28 3.78 2.13
O -3.55 4.27 1.28
O -5.20 2.74 1.99
C -5.55 2.27 0.67
H -4.14 6.30 3.30
H -2.64 5.31 3.73
H -3.81 5.61 4.86
H -6.22 2.88 0.05
H -5.85 1.24 0.84
H -4.63 2.36 0.09
C 3.34 1.52 0.36
O 2.02 1.95 0.78
C 0.96 1.25 0.44
O 0.96 0.21 -0.17
O -0.08 1.96 0.80
C -1.38 1.40 0.72
H 3.37 0.46 0.59
H 3.89 2.23 0.99
H 3.67 1.86 -0.62
H -2.23 2.08 0.64
H -1.52 0.72 1.56
H -1.69 0.85 -0.18
C 0.18 0.40 3.89
O -0.77 -0.07 4.80
C -1.03 -1.34 5.10
O -1.87 -1.81 5.84
O -0.22 -2.14 4.37
C -0.07 -3.56 4.71
H 1.18 0.11 4.20
H 0.21 1.49 3.81
H 0.20 0.02 2.87
H 0.77 -4.06 4.24
H -0.94 -4.17 4.44
H 0.11 -3.62 5.78
C 0.16 -3.01 -0.46
O -0.22 -4.31 -0.89
C 0.58 -5.31 -0.52
O 1.78 -5.13 -0.15
O -0.09 -6.42 -0.66
C 0.48 -7.62 -0.85
H -0.53 -2.27 -0.86
H 1.21 -2.95 -0.75
H -0.17 -2.94 0.58
H 0.37 -8.13 -1.81
H -0.05 -8.20 -0.10
H 1.55 -7.70 -0.64
C -1.67 0.12 -3.55
O -2.38 -1.08 -3.35
C -3.22 -1.52 -4.31
O -3.97 -0.78 -4.98
O -3.26 -2.88 -4.30
C -4.00 -3.60 -5.30
H -1.10 0.02 -4.48
H -0.98 0.33 -2.74
H -2.36 0.97 -3.61
H -5.06 -3.44 -5.52
H -3.97 -4.60 -4.87
H -3.55 -3.67 -6.29

Atom charges from the Mulliken analysis, given in e for atoms 1 to 2: number 1, C, carries -0.72; number 2, O, carries -0.33



No. 2
# C3H5NO4

A molecular structure, C3H5NO4 (wB97M-V/def2-TZVPD, the Open Molecules 2025 dataset).

## Properties
- E_HOMO: -10.39 eV
- Gap between HOMO and LUMO: 9.97 eV
- Calculated total energy: -12869.301 eV
- Energy relative to the best compared isomer or geometry (same formula, charge and spin): 344.9 kJ/mol
- E_LUMO: -0.421 eV
- Molecular weight: 119.1 g/mol

CARTESIAN COORDINATES (ANGSTROEM)
C -0.28 0.44 -0.66
C 1.06 0.09 0.09
C -1.12 -0.62 0.08
H -1.65 1.80 0.45
H 0.13 2.06 0.32
H -0.52 0.09 -1.74
H 2.39 -1.19 0.66
H 0.22 -2.05 -0.42
N -0.70 1.83 -0.34
O 1.93 -0.83 -0.44
O 1.36 0.69 1.21
O -0.61 -1.92 0.23
O -2.23 -0.40 0.56

Atom charges from the Mulliken analysis, given in e for atoms 1 to 2: number 1, C, carries 0.42; number 2, C, carries 0.36



No. 3
# C3H6NP

2 unconnected molecules or ions with the total composition C3H6NP (wB97M-V/def2-TZVPD, the Open Molecules 2025 dataset).

## Properties
- E_HOMO (spin up / spin down): -8.78 / -9.01 eV
- Gap between HOMO and LUMO (spin up / spin down): 7.46 / 7.78 eV
- Calculated total energy: -13983.776 eV
- Energy relative to the best compared isomer or geometry (same formula, charge and spin): 198.0 kJ/mol
- E_LUMO (spin up / spin down): -1.317 / -1.234 eV
- Molecular weight: 87.1 g/mol

CARTESIAN COORDINATES (ANGSTROEM)
C -2.30 -0.08 0.32
C 1.90 0.45 -1.04
C -1.47 -0.71 -0.60
N -2.98 0.51 1.06
P 1.04 -0.50 0.38
H 2.83 0.00 -1.13
H 1.94 1.39 -0.65
H 1.20 0.48 -1.87
H -1.74 -1.74 -0.86
H -1.04 -0.05 -1.37
H 0.21 0.47 0.93

Atom charges from the Mulliken analysis, given in e for atoms 1 to 2: number 1, C, carries 0.53; number 2, C, carries -0.85



No. 4
# C30H52BrCaN3P2S

A molecular structure, C30H52BrCaN3P2S (wB97M-V/def2-TZVPD, the Open Molecules 2025 dataset).

## Properties
- E_HOMO (spin up / spin down): -12.43 / -12.43 eV
- Gap between HOMO and LUMO (spin up / spin down): 5.37 / 5.37 eV
- Calculated total energy: -154305.036 eV
- Energy relative to the best compared isomer or geometry (same formula, charge and spin): 96.8 kJ/mol
- E_LUMO (spin up / spin down): -7.058 / -7.058 eV
- Molecular weight: 668.8 g/mol
- Total charge: +2

CARTESIAN COORDINATES (ANGSTROEM)
N 1.27 -6.63 2.62
C 0.26 -6.06 3.28
C -0.67 -5.20 2.67
C -0.51 -4.91 1.29
C 0.54 -5.57 0.61
C 1.41 -6.40 1.32
C -1.35 -3.93 0.59
Ca -2.18 -1.57 0.47
P -2.84 0.64 -2.74
C -0.83 -3.25 -0.52
C 0.52 -2.69 -0.51
C 1.19 -2.48 -1.73
C 2.32 -1.68 -1.78
C 2.66 -0.89 -0.65
C 2.23 -1.36 0.61
C 1.16 -2.26 0.68
Br 0.00 0.52 -0.46
H -2.42 -3.92 0.84
H -1.37 -3.25 -1.49
H -1.45 -4.72 3.26
H 0.70 -5.40 -0.46
H 0.18 -6.29 4.34
H 2.24 -6.89 0.80
H 0.77 -2.93 -2.63
H 0.75 -2.55 1.66
H 2.89 -1.59 -2.71
H 2.71 -0.97 1.51
P 3.47 0.72 -0.89
C -3.46 -0.68 -1.65
C -4.89 -1.08 -2.09
H -3.52 -0.21 -0.64
H -2.79 -1.57 -1.72
H -5.42 -1.54 -1.24
H -5.46 -0.19 -2.40
H -4.89 -1.81 -2.91
C -1.43 -0.15 -3.58
C -1.04 0.67 -4.82
H -1.76 -1.16 -3.86
H -0.60 -0.22 -2.85
H -0.23 0.16 -5.36
H -1.89 0.78 -5.50
H -0.69 1.67 -4.55
C -2.12 2.14 -1.96
C -2.97 3.40 -2.16
H -1.13 2.31 -2.41
H -1.97 1.94 -0.89
H -2.43 4.28 -1.79
H -3.18 3.56 -3.22
H -3.92 3.33 -1.63
C 2.91 2.13 0.12
C 3.47 3.47 -0.36
H 3.21 1.91 1.16
H 1.80 2.14 0.10
H 4.56 3.52 -0.22
H 3.24 3.66 -1.41
H 3.03 4.27 0.24
C 3.12 1.11 -2.62
C 4.21 0.77 -3.63
H 2.87 2.18 -2.67
H 2.19 0.57 -2.85
H 5.11 1.38 -3.48
H 4.48 -0.29 -3.62
H 3.83 1.00 -4.63
C 5.22 0.61 -0.49
C 5.53 0.34 0.99
H 5.66 1.56 -0.81
H 5.65 -0.18 -1.12
H 5.35 -0.71 1.23
H 6.59 0.54 1.18
H 4.93 0.95 1.67
C -0.25 3.76 3.40
C -0.83 2.67 2.52
N -0.82 1.35 3.22
C -1.88 0.52 3.17
S -1.67 -1.19 3.15
N -3.13 1.08 3.16
C -3.46 2.12 4.16
C -4.85 2.68 3.93
H -0.62 3.69 4.43
H -0.51 4.74 2.99
H 0.84 3.68 3.42
H -1.86 2.89 2.21
H -0.24 2.57 1.60
H 0.08 0.86 3.12
H -3.87 0.37 3.11
H -3.41 1.69 5.17
H -2.71 2.91 4.08
H -5.61 1.90 3.87
H -5.10 3.33 4.77
H -4.89 3.28 3.01

Atom charges from the Mulliken analysis, given in e for atoms 1 to 2: number 1, N, carries -0.53; number 2, C, carries -0.41



> The lowest energy relative to the best compared isomer or geometry (same formula, charge and spin) belongs to which entry?

C30H52BrCaN3P2S